Here is the molecule C6H14 from the Open Molecules 2025 dataset. Energies are from ωB97M-V/def2-TZVPD.

The energy above the lowest of the compared OMol25 structures with the same formula, charge and spin is 211.2 kJ/mol. Its charge is 0. The total energy is -236.93097 hartree. The calculation puts the HOMO energy at -10.2 eV.

Element x y z (Å)
C (0.457, -2.590, 0.307)
C (1.199, -1.270, 0.375)
C (0.552, -0.440, -0.777)
C (-0.926, 0.142, -0.326)
C (-1.112, 1.531, 0.533)
C (-0.112, 2.593, -0.050)
H (-0.274, -2.644, -0.519)
H (1.054, -3.483, 0.137)
H (-0.123, -2.732, 1.194)
H (1.345, -0.760, 1.388)
H (2.209, -1.478, -0.014)
H (1.187, 0.498, -0.900)
H (0.543, -0.943, -1.813)
H (-1.209, -0.591, 0.446)
H (-1.614, 0.324, -1.173)
H (-2.213, 1.765, 0.387)
H (-1.080, 1.346, 1.541)
H (-0.439, 2.635, -1.103)
H (0.873, 2.491, 0.216)
H (-0.320, 3.605, 0.150)